Entry 1:
Below is C5H8N2 as an isolated structure, with properties calculated with wB97M-V/def2-TZVPD.

Atoms and positions in Å:
C -2.21765 0.08270 -1.38245
C -0.74746 0.36865 -1.31961
C -0.04846 0.61132 -0.21187
C 0.93941 0.32792 0.65303
N 1.71930 1.22467 1.43691
C 1.31247 -1.08824 0.66352
N 0.63767 -1.97507 0.03736
H -2.58417 -0.46143 -0.50351
H -2.79396 1.00849 -1.49138
H -2.41275 -0.50970 -2.28153
H -0.26313 1.61653 -0.88927
H 1.87800 0.86047 2.37093
H 1.29467 2.13914 1.52950
H 2.21617 -1.31370 1.24884
H 1.06990 -2.89177 0.13953

Highest occupied orbital energy, hartree: -0.2587
Charge: 0
Frontier orbital gap, hartree: 0.2858

Here are the Löwdin charges for atoms 1 to 4, given in e: number 1, C, carries -0.12; number 2, C, carries -0.06; number 3, C, carries -0.12; number 4, C, carries -0.34

=====

Entry 2:
Below is C34H38Br2N5O5PSSe2W as an isolated structure, with properties calculated with wB97M-V/def2-TZVPD.

Atoms and positions in Å:
W -0.33550 -0.51596 0.30720
C 0.33258 -0.20697 -3.67804
C -0.11921 1.04078 -2.97728
C -0.09326 2.25957 -3.70358
C -0.60114 3.40537 -3.17606
C -1.18626 3.37049 -1.88836
C -1.82978 4.44798 -1.22812
Br -1.85439 6.15124 -2.02068
C -2.45182 4.26799 -0.02457
C -2.45568 3.00067 0.59135
Br -3.39294 2.73488 2.19019
C -1.78497 1.96471 0.00752
O -1.73971 0.71631 0.51973
C -1.14622 2.13926 -1.22714
N -0.58588 1.00385 -1.73889
H -0.21106 -0.29057 -4.62198
H 0.15971 -1.09726 -3.09020
H 1.39693 -0.15865 -3.91871
H 0.32248 2.24836 -4.70297
H -0.58058 4.33278 -3.73446
H -2.96205 5.09148 0.45476
Se 0.50034 -2.65361 1.44200
Se -0.09163 0.30120 2.82137
C 1.51984 0.75137 1.94355
C 2.68790 0.73696 2.60395
C 4.00352 0.95655 2.04816
C 4.35269 1.41650 0.86395
C 2.20704 1.02524 -0.39044
N 1.16932 0.99724 0.61419
C -1.30598 -2.72040 1.96653
C -1.96903 -3.68314 2.70716
C -3.30385 -3.46184 2.99500
C -3.92371 -2.29291 2.55384
C -3.19667 -1.38277 1.82157
N -1.91504 -1.61765 1.52643
H 2.63647 0.45441 3.64537
H 4.84556 0.67876 2.67432
H 5.35357 1.49059 0.47492
H 1.79130 1.46475 -1.28862
H -1.44149 -4.56325 3.04802
H -3.86339 -4.18795 3.57081
H -4.95850 -2.08514 2.78810
H -3.61296 -0.44610 1.47563
C 4.31999 -2.97839 1.68493
C 4.24633 -2.52054 0.24512
C 5.55905 -1.90515 -0.20438
C 3.78146 -3.63377 -0.67781
O 3.17292 -1.45741 0.28468
P 2.58454 -0.69775 -0.94010
O 3.26620 -0.78766 -2.22848
O 1.02815 -1.05778 -0.92847
O 3.37952 1.86388 -0.09931
C 3.22493 3.46766 -0.21538
C 2.25460 3.92038 0.84381
C 4.61780 4.00482 0.00382
C 2.75967 3.71323 -1.63158
H 5.13726 -3.69369 1.78804
H 3.39576 -3.46680 1.99779
H 4.51225 -2.13309 2.34823
H 6.31928 -2.68642 -0.22411
H 5.88550 -1.13639 0.49917
H 5.48208 -1.47868 -1.20292
H 4.53242 -4.42456 -0.68891
H 3.65475 -3.27437 -1.69972
H 2.84256 -4.06384 -0.32091
H 2.59472 3.64103 1.84207
H 1.25094 3.53161 0.68044
H 2.21091 5.01045 0.79264
H 4.97741 3.82996 1.01551
H 4.56282 5.08236 -0.15036
H 5.32831 3.59732 -0.71734
H 1.68884 3.56740 -1.74491
H 3.29808 3.08379 -2.34339
H 2.97665 4.75295 -1.87796
N -4.55607 -3.08139 -4.86652
C -3.43695 -3.64736 -4.39609
S -2.76424 -4.96619 -5.07767
C -2.79887 -2.97890 -3.20445
C -1.63958 -3.49015 -2.65708
C -1.02682 -2.85036 -1.60193
N -1.51055 -1.73093 -1.04833
C -2.65472 -1.25081 -1.54494
C -3.31454 -1.83799 -2.60385
H -5.01402 -3.52646 -5.64600
H -5.03680 -2.32759 -4.41066
H -1.21031 -4.39534 -3.06721
H -0.11721 -3.23659 -1.17174
H -3.05563 -0.37017 -1.06876
H -4.23415 -1.37549 -2.93285

Highest occupied orbital energy, hartree: -0.4667
Charge: +2
Frontier orbital gap, hartree: 0.2068

Here are the Löwdin charges for atoms 1 to 4, given in e: number 1, W, carries 1.57; number 2, C, carries 0.00; number 3, C, carries -0.27; number 4, C, carries 0.01

=====

Entry 3:
Below is one molecule with the formula C4H5NO2, with properties calculated with wB97M-V/def2-TZVPD.

Atoms and positions in Å:
O -0.53953 -2.65672 0.36888
C -0.36253 -1.53079 -0.02187
C -0.04528 -0.38142 0.88120
C 1.13318 0.46168 0.47246
N -0.20021 0.96605 0.35713
C -0.74931 1.20016 -0.90691
O -0.11292 1.54864 -1.87038
H -0.41065 -1.27655 -1.10370
H -0.25757 -0.52684 1.93646
H 1.64662 0.21417 -0.45530
H 1.74395 0.90357 1.25464
H -1.84574 1.07806 -0.91260

Highest occupied orbital energy, hartree: -0.3770
Charge: 0
Frontier orbital gap, hartree: 0.3991

Here are the Löwdin charges for atoms 1 to 4, given in e: number 1, O, carries 0.07; number 2, C, carries -0.22; number 3, C, carries -0.18; number 4, C, carries -0.06

=====

Entry 4:
Below is an isolated ion of composition C5H8NS2 and charge +1, with properties calculated with wB97M-V/def2-TZVPD.

Atoms and positions in Å:
C 1.43537 -1.64234 1.03608
C 0.40965 -1.72516 0.15364
C 1.54269 -0.77467 2.14519
C -0.85477 0.59670 -0.84054
C -1.91827 1.62374 -0.84110
N 0.23973 0.78003 -1.64111
S -1.06150 -0.64181 0.24103
S 0.43561 0.39410 2.65551
H 2.28471 -2.37339 0.82117
H 0.22559 -2.60446 -0.48501
H 2.33892 -0.93898 2.86446
H -2.12147 2.03999 -1.83516
H -1.54681 2.48811 -0.11466
H -2.73339 1.19021 -0.38048
H 0.38773 1.51850 -2.30820
H 0.93622 0.06945 -1.47082

Highest occupied orbital energy, hartree: -0.4555
Charge: +1
Frontier orbital gap, hartree: 0.2507

Here are the Löwdin charges for atoms 1 to 4, given in e: number 1, C, carries -0.23; number 2, C, carries -0.31; number 3, C, carries -0.55; number 4, C, carries -0.65